No. 1
Computed, not measured: 2 unconnected molecules or ions with the total composition C5H5ClN2O6S in a non-equilibrium geometry, with wB97M-V/def2-TZVPD.

Last column: Mulliken charge in e.
Element x y z (Å)
C (-0.368, -1.072, 0.066)  0.574
C (-1.057, 0.166, -0.515)  0.302
C (-0.503, 1.078, -1.290)  -1.087
C (-0.924, -2.240, -0.007)  0.337
C (0.871, -0.743, 0.710)  -1.743
N (-2.395, 0.446, 0.070)  1.249
N (-2.130, -2.445, -0.821)  1.114
O (-2.720, -0.130, 1.106)  -0.520
O (-3.076, 1.309, -0.460)  -0.730
O (-2.523, -1.449, -1.431)  -0.583
O (-2.581, -3.562, -0.815)  -0.580
O (-5.312, -0.594, 0.264)  -0.403
O (-5.235, 1.694, 1.117)  -0.400
S (-5.343, 0.827, -0.005)  0.760
Cl (-0.488, -3.589, 0.959)  -0.153
H (-0.953, 2.015, -1.656)  0.300
H (0.461, 0.894, -1.553)  0.346
H (1.697, -0.835, 0.088)  0.414
H (1.035, -1.505, 1.435)  0.491
H (0.964, 0.330, 1.257)  0.313

As for the spin multiplicity: 1. As for the LUMO energy: -0.0432 Ha. Its relative energy (zero: lowest compared OMol25 entry of this formula, charge and spin) is 9.8 kJ/mol. The HOMO energy comes out at -10.58 eV. The calculation puts the total energy at -43880.477 eV.

---

No. 2
Computed, not measured: 9 unconnected molecules or ions with the total composition C69H93N3O4PSSi, with wB97M-V/def2-TZVPD.

Last column: Mulliken charge in e.
Element x y z (Å)
C (3.718, 0.217, 2.680)  -0.861
C (4.947, -0.420, 2.013)  -0.472
C (5.452, 0.383, 0.812)  -0.933
C (4.387, 0.474, -0.297)  0.785
C (4.282, 1.838, -0.959)  -1.375
P (3.024, 2.050, -2.428)  1.943
C (1.750, 2.449, -3.846)  -1.039
C (2.102, 2.170, -5.319)  -0.424
C (1.358, 1.013, -6.000)  -0.951
C (4.270, 3.260, -3.248)  -1.824
C (4.579, 4.454, -2.340)  -0.373
S (4.444, 6.059, -3.220)  -0.320
C (3.514, 6.987, -2.087)  0.524
N (3.727, 8.180, -1.665)  -0.421
N (2.660, 8.505, -0.820)  -0.423
C (1.912, 7.477, -0.805)  0.023
O (2.358, 6.470, -1.570)  -0.146
O (3.664, 0.668, -3.263)  -0.629
C (2.899, -0.498, -3.196)  -1.829
C (1.740, -0.319, -2.175)  2.586
C (0.344, -0.441, -2.880)  -1.032
C (-0.756, 0.362, -2.186)  -0.976
O (-1.639, -0.570, -1.519)  -0.215
Si (-2.859, -0.155, -0.492)  0.361
C (-2.844, 1.643, 0.028)  -1.241
C (-4.479, -0.572, -1.339)  -1.137
C (-2.679, -1.282, 0.990)  -0.685
C (1.815, -1.433, -1.105)  -2.382
N (0.972, -1.115, 0.046)  0.578
C (1.107, -2.071, 1.132)  -0.834
O (1.905, 0.932, -1.596)  -1.011
H (2.974, -0.536, 2.948)  0.149
H (3.979, 0.784, 3.576)  0.448
H (3.212, 0.897, 1.991)  0.230
H (4.687, -1.429, 1.677)  0.220
H (5.751, -0.529, 2.749)  0.294
H (5.713, 1.395, 1.146)  0.418
H (6.374, -0.069, 0.432)  0.365
H (4.631, -0.250, -1.080)  0.346
H (3.425, 0.207, 0.137)  -0.565
H (3.964, 2.566, -0.200)  0.267
H (5.296, 2.097, -1.288)  0.379
H (2.380, 3.114, -1.682)  0.115
H (1.669, 3.535, -3.723)  0.674
H (0.756, 2.049, -3.613)  0.219
H (1.883, 3.072, -5.903)  0.406
H (3.177, 2.008, -5.422)  0.238
H (0.366, 0.864, -5.571)  -0.052
H (1.915, 0.075, -5.964)  0.301
H (1.208, 1.231, -7.062)  0.452
H (3.908, 3.623, -4.209)  0.758
H (5.195, 2.721, -3.468)  0.416
H (5.593, 4.416, -1.941)  0.534
H (3.891, 4.497, -1.497)  0.240
H (1.001, 7.329, -0.250)  0.428
H (2.509, -0.775, -4.183)  0.081
H (3.551, -1.325, -2.875)  0.515
H (0.429, -0.152, -3.925)  -0.407
H (0.010, -1.482, -2.876)  0.732
H (-0.292, 1.020, -1.451)  0.385
H (-1.331, 0.974, -2.889)  0.683
H (-2.066, 2.234, -0.458)  0.346
H (-2.704, 1.738, 1.107)  0.368
H (-3.803, 2.106, -0.220)  0.367
H (-5.343, -0.262, -0.746)  0.308
H (-4.527, -1.653, -1.496)  0.247
H (-4.528, -0.087, -2.317)  0.347
H (-1.889, -0.954, 1.669)  -0.134
H (-3.625, -1.345, 1.535)  0.617
H (-2.427, -2.285, 0.633)  0.175
H (1.524, -2.385, -1.587)  0.560
H (2.833, -1.568, -0.741)  0.803
H (0.005, -1.148, -0.264)  -0.241
H (2.156, -2.154, 1.431)  0.277
H (0.536, -1.731, 2.001)  0.071
H (0.759, -3.087, 0.878)  0.317
C (-5.960, -3.442, 1.638)  -0.560
C (-5.147, -4.404, 2.223)  -0.315
C (-5.531, -5.004, 3.413)  -0.460
C (-6.729, -4.645, 4.017)  -0.544
C (-7.542, -3.684, 3.432)  -0.387
C (-7.156, -3.081, 2.242)  -0.309
H (-5.658, -2.971, 0.711)  0.517
H (-4.214, -4.684, 1.752)  0.515
H (-4.894, -5.752, 3.870)  0.397
H (-7.029, -5.115, 4.946)  0.382
H (-8.476, -3.405, 3.903)  0.362
H (-7.787, -2.328, 1.786)  0.422
C (-3.024, -0.064, -8.957)  -0.322
C (-2.763, 0.080, -7.601)  -0.536
C (-2.193, 1.252, -7.125)  -0.161
C (-1.883, 2.280, -8.003)  -0.539
C (-2.143, 2.136, -9.359)  -0.246
C (-2.713, 0.964, -9.836)  -0.536
H (-3.466, -0.980, -9.329)  0.363
H (-3.000, -0.723, -6.914)  0.384
H (-1.981, 1.363, -6.069)  0.480
H (-1.433, 3.191, -7.628)  0.386
H (-1.900, 2.938, -10.045)  0.361
H (-2.912, 0.851, -10.895)  0.369
C (-2.050, -5.256, 5.005)  -0.676
C (-1.565, -6.208, 4.118)  -0.461
C (-1.389, -5.884, 2.780)  -0.661
C (-1.696, -4.608, 2.329)  -0.442
C (-2.177, -3.654, 3.216)  0.500
C (-2.355, -3.979, 4.554)  -0.514
H (-2.185, -5.508, 6.050)  0.413
H (-1.322, -7.202, 4.471)  0.370
H (-1.010, -6.626, 2.088)  0.402
H (-1.555, -4.351, 1.286)  0.479
H (-2.407, -2.656, 2.866)  0.174
H (-2.728, -3.233, 5.246)  0.443
C (1.265, 0.656, 6.216)  -0.483
C (0.799, 0.782, 4.915)  -0.479
C (-0.424, 0.230, 4.560)  -0.368
C (-1.183, -0.445, 5.508)  -0.392
C (-0.714, -0.576, 6.809)  -0.490
C (0.511, -0.026, 7.161)  -0.471
H (2.224, 1.078, 6.489)  0.392
H (1.394, 1.299, 4.173)  0.450
H (-0.779, 0.318, 3.541)  0.458
H (-2.135, -0.878, 5.228)  0.464
H (-1.299, -1.113, 7.545)  0.385
H (0.888, -0.137, 8.170)  0.506
C (4.698, -1.874, 10.055)  -0.373
C (4.168, -1.711, 8.782)  -0.491
C (2.950, -2.290, 8.457)  -0.345
C (2.255, -3.026, 9.407)  -0.504
C (2.782, -3.187, 10.681)  -0.397
C (4.005, -2.613, 11.004)  -0.461
H (5.653, -1.428, 10.304)  0.419
H (4.709, -1.138, 8.040)  0.478
H (2.542, -2.163, 7.462)  0.536
H (1.303, -3.474, 9.152)  0.404
H (2.241, -3.761, 11.423)  0.365
H (4.418, -2.741, 11.997)  0.372
C (8.144, -2.150, 5.655)  -0.345
C (9.281, -2.175, 6.452)  -0.420
C (9.241, -2.778, 7.701)  -0.371
C (8.064, -3.360, 8.154)  -0.441
C (6.928, -3.337, 7.357)  -0.419
C (6.967, -2.731, 6.109)  -0.435
H (8.173, -1.677, 4.682)  0.392
H (10.198, -1.723, 6.098)  0.361
H (10.127, -2.794, 8.323)  0.357
H (8.030, -3.829, 9.130)  0.385
H (6.009, -3.785, 7.711)  0.462
H (6.080, -2.708, 5.489)  0.472
C (-11.536, 0.575, -0.785)  -0.386
C (-10.271, 0.697, -0.227)  -0.397
C (-9.959, 0.011, 0.938)  -0.377
C (-10.909, -0.801, 1.542)  -0.285
C (-12.174, -0.924, 0.983)  -0.437
C (-12.487, -0.234, -0.180)  -0.329
H (-11.779, 1.110, -1.694)  0.353
H (-9.528, 1.325, -0.700)  0.373
H (-8.973, 0.109, 1.376)  0.428
H (-10.664, -1.339, 2.449)  0.367
H (-12.914, -1.559, 1.453)  0.354
H (-13.474, -0.329, -0.616)  0.350
C (0.167, 6.467, -13.686)  -0.394
C (-0.333, 7.226, -12.637)  -0.298
C (-0.441, 6.672, -11.369)  -0.510
C (-0.046, 5.359, -11.151)  -0.251
C (0.455, 4.600, -12.199)  -0.489
C (0.560, 5.154, -13.467)  -0.321
H (0.252, 6.899, -14.675)  0.349
H (-0.637, 8.251, -12.807)  0.352
H (-0.833, 7.262, -10.551)  0.350
H (-0.126, 4.928, -10.161)  0.490
H (0.764, 3.577, -12.025)  0.370
H (0.950, 4.562, -14.285)  0.353

As for the spin multiplicity: 1. As for the LUMO energy: 0.0688 Ha. The HOMO energy comes out at -4.50 eV. Its net charge is -1. The calculation puts the total energy at -113724.594 eV.

---

No. 3
Computed, not measured: a molecular structure, C36H54BFN6O5P2Rh in a non-equilibrium geometry, with wB97M-V/def2-TZVPD.

Last column: Mulliken charge in e.
Element x y z (Å)
Rh (0.108, -0.238, -0.068)  -0.341
C (-2.059, -3.696, -1.918)  -1.673
C (-1.775, -3.621, -0.361)  2.151
C (-0.266, -3.955, -0.149)  -1.729
C (-2.564, -4.661, 0.420)  -1.805
P (-1.983, -1.767, 0.237)  -0.108
C (-2.086, -1.965, 2.161)  -1.595
N (-0.837, -1.510, 2.700)  0.611
B (0.168, -0.914, 1.865)  0.144
N (1.223, -0.560, 2.844)  1.155
C (2.398, 0.157, 2.545)  -1.719
P (2.456, 0.190, 0.619)  0.802
C (3.724, -1.275, 0.293)  1.758
C (5.198, -1.003, 0.635)  -1.812
C (3.691, -1.650, -1.208)  -1.704
C (3.288, -2.418, 1.181)  -1.588
C (3.279, 1.847, 0.066)  2.081
C (4.413, 2.355, 1.013)  -1.656
C (2.200, 2.909, 0.106)  -1.830
C (3.817, 1.801, -1.394)  -1.653
C (0.867, -0.998, 4.109)  0.725
C (1.573, -1.011, 5.332)  -0.995
C (0.859, -1.546, 6.425)  -0.703
C (-0.483, -1.935, 6.346)  -0.664
C (-1.196, -1.906, 5.119)  -0.853
C (-0.448, -1.543, 4.025)  0.350
C (-3.768, -1.167, -0.100)  2.266
C (-4.043, 0.135, 0.657)  -2.179
C (-4.845, -2.190, 0.305)  -1.692
C (-3.953, -0.833, -1.607)  -1.735
H (-1.754, -4.711, -2.195)  0.604
H (-3.108, -3.564, -2.108)  0.365
H (-1.471, -2.956, -2.469)  0.111
H (-0.053, -4.965, -0.578)  0.672
H (0.388, -3.262, -0.659)  0.061
H (0.033, -3.965, 0.898)  0.199
H (-2.649, -5.568, -0.221)  0.487
H (-2.055, -4.981, 1.358)  0.360
H (-3.574, -4.345, 0.708)  0.257
H (-2.953, -1.341, 2.503)  0.549
H (-2.293, -3.015, 2.434)  0.699
H (2.342, 1.202, 2.899)  0.605
H (3.306, -0.333, 2.895)  0.730
H (5.672, -0.297, -0.061)  0.373
H (5.363, -0.702, 1.707)  0.249
H (5.757, -1.949, 0.526)  0.503
H (4.255, -0.958, -1.851)  0.278
H (4.119, -2.638, -1.346)  0.527
H (2.657, -1.648, -1.567)  0.176
H (3.414, -2.198, 2.274)  0.215
H (2.211, -2.595, 0.998)  0.170
H (3.861, -3.330, 0.932)  0.634
H (4.082, 2.355, 2.055)  0.317
H (5.319, 1.731, 0.963)  0.352
H (4.689, 3.389, 0.700)  0.468
H (1.673, 3.030, 1.074)  0.253
H (2.729, 3.807, -0.155)  0.893
H (1.437, 2.687, -0.694)  -0.043
H (4.766, 1.234, -1.455)  0.274
H (3.085, 1.403, -2.055)  0.223
H (3.935, 2.859, -1.721)  0.502
H (2.587, -0.777, 5.400)  0.586
H (1.363, -1.562, 7.394)  0.416
H (-0.999, -2.395, 7.147)  0.480
H (-2.259, -2.129, 4.908)  0.499
H (-4.383, -0.016, 1.689)  0.370
H (-3.114, 0.734, 0.726)  0.509
H (-4.774, 0.728, 0.152)  0.596
H (-4.815, -2.524, 1.385)  0.225
H (-5.854, -1.778, 0.143)  0.527
H (-4.763, -3.114, -0.294)  0.411
H (-3.764, 0.183, -1.797)  0.482
H (-3.368, -1.459, -2.342)  0.197
H (-4.998, -1.019, -1.854)  0.458
N (-2.482, 6.153, 1.326)  -0.388
C (-2.476, 5.486, 0.095)  -0.005
O (-2.759, 6.055, -0.934)  -0.618
C (-1.983, 4.070, 0.121)  0.327
C (-1.961, 3.381, -1.131)  -0.893
C (-1.430, 2.138, -1.175)  -1.333
N (-0.871, 1.555, -0.055)  2.562
C (-0.961, 2.153, 1.099)  -1.277
C (-1.509, 3.408, 1.257)  -0.668
H (-2.846, 7.107, 1.278)  0.275
H (-2.702, 5.590, 2.148)  0.173
H (-2.267, 3.870, -2.048)  0.506
H (-1.429, 1.517, -2.046)  0.575
H (-0.547, 1.697, 1.998)  0.162
H (-1.562, 3.837, 2.261)  0.202
F (-2.800, 2.245, -5.683)  -0.343
C (-1.537, 2.290, -5.267)  0.429
C (-0.776, 1.209, -5.294)  -0.169
N (0.515, 1.176, -4.815)  0.231
C (1.151, -0.075, -4.321)  -1.736
C (0.763, -0.323, -2.871)  0.843
O (0.427, -1.520, -2.654)  -0.676
O (0.769, 0.662, -2.050)  0.346
C (1.205, 2.352, -4.521)  0.288
O (2.346, 2.372, -4.118)  -0.614
N (0.396, 3.495, -4.618)  0.019
C (-0.989, 3.577, -4.718)  0.265
O (-1.621, 4.615, -4.522)  -0.604
H (-1.067, 0.214, -5.674)  0.364
H (2.259, 0.021, -4.476)  0.252
H (0.868, -0.928, -4.922)  0.428
H (0.877, 4.319, -4.317)  0.250

Its expectation value of S² is 6.044. As for the spin multiplicity: 5. As for the LUMO energy (spin up / spin down): -0.1130 / -0.2494 Ha. The HOMO energy (spin up / spin down) comes out at -7.02 / -10.61 eV. Its net charge is +1. The calculation puts the total energy at -82360.066 eV.

---

No. 4
Computed, not measured: 2 unconnected molecules or ions with the total composition C4H4ClN in a non-equilibrium geometry, with wB97M-V/def2-TZVPD.

Last column: Mulliken charge in e.
Element x y z (Å)
C (1.500, 0.819, 0.651)  0.691
C (0.456, -1.559, -0.606)  -0.327
C (0.304, 0.380, 0.430)  -0.214
C (-1.036, 0.757, 0.006)  -0.819
N (2.505, 1.334, 0.936)  -0.455
Cl (-1.007, -2.317, -0.539)  -0.125
H (1.402, -2.067, -0.667)  0.413
H (-1.627, -0.144, -0.044)  0.286
H (-0.905, 1.264, -0.927)  0.276
H (-1.592, 1.531, 0.761)  0.273

As for the spin multiplicity: 1. As for the LUMO energy (spin up / spin down): -0.0203 / -0.0412 Ha. Its relative energy (zero: lowest compared OMol25 entry of this formula, charge and spin) is 614.5 kJ/mol. The HOMO energy (spin up / spin down) comes out at -9.14 / -8.75 eV. The calculation puts the total energy at -18218.770 eV.

---

- Which formula does entry 2 have?
  C69H93N3O4PSSi

---

- The highest spin multiplicity belongs to which entry?
  C36H54BFN6O5P2Rh